[1]
Formula: C28H46ClF2I2N3O9S
Source: OMol25
Level of theory: ωB97M-V/def2-TZVPD

The SMILES is CCCCCCCC[C@](O[C@@](O)(CCCOC)N(C(=O)F)C(=O)F)([C@H](I)[C@@H](C)I)[C@H](OC#N)N(S)[C@H](Cl)CC.C[C@@H]1COC(=O)O1. The value obtained for the lowest unoccupied orbital energy is 0.02 eV. For the frontier orbital gap, the calculation gives 9.40 eV. The value obtained for the total energy is -97671.224 eV.

The geometry in ORCA input format:
```
! RIJCOSX wB97M-V def2-TZVPD def2/J DEFGRID3
* xyz 0 1
C 2.309 -2.089 3.311
C 3.521 -1.315 3.826
C 3.203 0.092 4.321
C 3.183 1.132 3.183
C 1.768 1.252 2.625
C 1.631 2.272 1.502
C 0.284 2.080 0.772
C 0.224 2.711 -0.629
C 0.159 1.722 -1.820
O 0.895 0.562 -1.397
C 2.244 0.335 -1.606
O 3.132 1.381 -1.403
C 2.599 -0.707 -0.519
C 3.858 -1.523 -0.745
C 5.144 -0.758 -0.665
O 5.235 -0.142 0.617
C 6.019 1.015 0.545
N 2.445 -0.147 -2.992
C 3.697 -0.019 -3.597
O 4.361 -0.968 -3.959
F 4.125 1.203 -3.821
C 1.696 -1.261 -3.413
O 1.177 -1.335 -4.504
F 1.578 -2.269 -2.558
C 0.636 2.403 -3.142
I 0.312 4.564 -3.208
C 0.103 1.780 -4.474
C -0.961 2.527 -5.274
I 1.762 1.647 -5.894
C -1.257 1.074 -1.979
O -2.254 1.829 -2.651
C -2.641 2.979 -2.208
N -2.984 4.024 -1.798
N -1.704 0.294 -0.807
S -1.571 -1.394 -1.157
C -3.011 0.625 -0.278
Cl -2.969 2.137 0.737
C -3.659 -0.427 0.629
C -2.836 -0.803 1.848
H 1.433 -1.925 3.923
H 2.547 -3.147 3.365
H 2.109 -1.895 2.265
H 4.307 -1.312 3.078
H 3.901 -1.873 4.677
H 2.200 0.084 4.733
H 3.877 0.414 5.106
H 3.788 0.771 2.363
H 3.509 2.110 3.518
H 1.454 0.288 2.237
H 1.052 1.517 3.396
H 1.577 3.259 1.953
H 2.481 2.290 0.827
H -0.429 2.603 1.391
H 0.018 1.035 0.830
H 1.107 3.339 -0.707
H -0.601 3.409 -0.653
H 2.715 2.245 -1.473
H 1.743 -1.355 -0.401
H 2.680 -0.126 0.389
H 3.776 -2.106 -1.648
H 3.896 -2.266 0.047
H 5.256 0.014 -1.419
H 5.992 -1.431 -0.774
H 7.000 0.815 0.115
H 6.183 1.415 1.536
H 5.548 1.793 -0.055
H 1.705 2.394 -3.232
H -0.216 0.754 -4.383
H -0.558 3.321 -5.877
H -1.791 2.899 -4.691
H -1.374 1.817 -5.983
H -1.020 0.306 -2.696
H -0.548 -1.738 -0.353
H -3.751 0.855 -1.033
H -4.529 0.090 1.018
H -4.050 -1.271 0.079
H -2.542 0.056 2.429
H -1.955 -1.374 1.587
H -3.433 -1.471 2.455
C -8.427 -4.155 0.836
C -7.852 -3.539 2.089
C -7.363 -2.119 1.922
O -6.310 -2.041 2.892
C -5.832 -3.298 3.076
O -4.836 -3.558 3.660
O -6.647 -4.211 2.492
H -7.647 -4.305 0.089
H -8.854 -5.134 1.052
H -9.209 -3.523 0.416
H -8.570 -3.613 2.910
H -8.131 -1.380 2.136
H -6.943 -1.926 0.932
*
```

[2]
Formula: C28H46I2N6O9P
Source: OMol25
Level of theory: ωB97M-V/def2-TZVPD

The value obtained for the lowest unoccupied orbital energy is -3.31 eV. For the frontier orbital gap, the calculation gives 7.87 eV. The value obtained for the total energy is -82630.295 eV.

The geometry in ORCA input format:
```
! RIJCOSX wB97M-V def2-TZVPD def2/J DEFGRID3
* xyz 1 1
C 4.949 -1.546 0.391
C 4.117 -2.768 0.127
O 4.612 -3.761 -0.314
N 2.696 -2.794 0.465
C 2.217 -4.116 0.804
C 2.881 -4.756 2.001
O 1.340 -4.656 0.204
C 1.857 -2.149 -0.441
N 0.897 -1.323 0.013
C 0.259 -0.901 -1.087
N -0.763 -0.021 -1.014
N -1.104 0.438 0.256
C -1.465 0.520 -2.149
I -0.244 2.191 -2.895
C -2.878 1.070 -1.837
C -3.781 0.083 -1.095
I -2.921 3.023 -0.914
N 0.787 -1.441 -2.210
O 0.500 -1.289 -3.515
C 0.147 -2.552 -4.161
O 0.842 -2.865 -5.058
C -1.026 -3.352 -3.756
C -1.998 -2.964 -2.833
C -3.081 -3.783 -2.558
C -3.225 -5.014 -3.183
C -2.239 -5.430 -4.074
C -1.161 -4.610 -4.355
N 1.825 -2.214 -1.757
O 2.661 -2.927 -2.529
C 3.501 -2.038 -3.366
C 4.945 -2.481 -3.408
C 5.032 -3.748 -4.296
C 5.794 -1.376 -4.119
C 5.648 -0.002 -3.439
C 7.280 -1.779 -3.955
H 5.302 -1.633 1.424
H 5.843 -1.608 -0.226
H 4.424 -0.600 0.252
H 3.585 -4.055 2.460
H 3.473 -5.600 1.651
H 2.151 -5.009 2.765
H -0.332 0.938 0.678
H -1.436 -0.322 0.833
H -1.555 -0.159 -2.988
H -3.337 1.245 -2.809
H -4.814 0.221 -1.417
H -3.763 0.226 -0.015
H -3.525 -0.966 -1.279
H -1.904 -2.013 -2.327
H -3.818 -3.413 -1.856
H -4.075 -5.658 -2.998
H -2.275 -6.386 -4.579
H -0.392 -4.927 -5.047
H 3.353 -1.020 -3.001
H 3.108 -2.045 -4.387
H 5.411 -2.623 -2.434
H 4.893 -3.411 -5.328
H 4.237 -4.446 -4.032
H 6.012 -4.214 -4.259
H 5.509 -1.282 -5.169
H 4.641 0.381 -3.636
H 5.829 -0.055 -2.362
H 6.324 0.740 -3.867
H 7.493 -1.851 -2.884
H 7.872 -0.931 -4.307
H 7.536 -2.691 -4.486
O -4.659 4.767 6.972
P -3.945 5.174 5.736
O -3.449 6.695 5.982
C -2.426 6.945 6.952
C -1.041 6.673 6.392
O -5.193 5.456 4.712
C -6.471 4.852 4.920
C -7.438 5.848 5.523
O -2.936 4.900 4.474
C -2.775 3.544 4.001
C -3.870 3.158 3.023
H -2.607 6.349 7.850
H -2.512 7.995 7.229
H -0.901 5.608 6.193
H -0.273 6.992 7.097
H -0.899 7.200 5.449
H -6.390 3.959 5.539
H -6.836 4.534 3.939
H -7.057 6.247 6.463
H -8.408 5.383 5.706
H -7.579 6.693 4.848
H -2.745 2.851 4.845
H -1.804 3.502 3.506
H -4.815 2.989 3.541
H -3.609 2.236 2.500
H -4.034 3.949 2.293
*
```

[3]
Formula: C28H47Cl2N2PSTi
Source: OMol25
Level of theory: ωB97M-V/def2-TZVPD

Its expectation value of S² is 0.76. The value obtained for the lowest unoccupied orbital energy (alpha / beta) is 2.24 / 2.23 eV. For the frontier orbital gap (alpha / beta), the calculation gives 4.23 / 4.32 eV. The value obtained for the total energy is -101066.068 eV.

The geometry in ORCA input format:
```
! RIJCOSX wB97M-V def2-TZVPD def2/J DEFGRID3
* xyz -1 2
P -0.194 0.862 -1.288
C -1.840 0.288 -1.879
C -2.345 1.074 -3.100
C -3.774 0.646 -3.437
C -3.929 -0.873 -3.591
C -3.363 -1.664 -2.399
C -1.927 -1.249 -2.058
C 1.205 0.141 -2.233
C 1.129 0.465 -3.728
C 2.483 0.122 -4.354
C 2.894 -1.336 -4.093
C 2.807 -1.755 -2.616
C 1.469 -1.364 -1.976
C -0.087 2.714 -1.319
C -1.187 3.326 -0.428
C -1.167 4.862 -0.458
C 0.209 5.423 -0.055
C 1.357 4.756 -0.822
C 1.263 3.226 -0.778
H -2.481 0.542 -1.009
H -1.658 0.912 -3.944
H -2.314 2.150 -2.879
H -4.085 1.141 -4.361
H -4.437 0.980 -2.629
H -4.991 -1.123 -3.710
H -3.428 -1.203 -4.509
H -3.991 -1.490 -1.514
H -3.376 -2.739 -2.624
H -1.596 -1.755 -1.135
H -1.246 -1.566 -2.863
H 2.070 0.687 -1.806
H 3.249 0.782 -3.923
H 0.879 1.527 -3.867
H 0.319 -0.120 -4.190
H 2.442 0.305 -5.432
H 3.918 -1.500 -4.451
H 2.251 -2.000 -4.684
H 2.947 -2.842 -2.527
H 3.616 -1.267 -2.050
H 1.483 -1.574 -0.898
H 0.657 -1.965 -2.405
H -0.227 2.974 -2.385
H -2.186 2.965 -0.710
H -1.015 2.975 0.601
H -1.411 5.207 -1.473
H -1.944 5.246 0.220
H 0.352 5.260 1.021
H 0.225 6.510 -0.213
H 2.317 5.071 -0.394
H 1.332 5.091 -1.866
H 2.107 2.790 -1.325
H 1.357 2.881 0.263
Ti 0.331 -0.064 2.398
Cl 2.165 0.363 1.139
Cl -1.738 0.705 1.957
C -0.231 -1.975 2.084
H -1.299 -2.106 1.865
C 0.514 -3.155 1.713
C 1.941 -3.203 1.626
C 2.596 -4.416 1.347
C 1.873 -5.588 1.100
C 0.467 -5.551 1.115
C -0.204 -4.362 1.382
H 2.496 -2.272 1.747
H 3.695 -4.426 1.321
H -0.100 -6.462 0.910
H -1.290 -4.314 1.333
H 2.396 -6.518 0.897
C -1.353 0.750 7.083
N -0.982 0.319 5.728
C 0.326 0.254 5.352
S 0.919 1.327 4.109
N 1.236 -0.493 5.971
C 1.001 -1.383 7.104
H -0.467 0.861 7.719
H -2.052 0.016 7.522
H -1.878 1.716 7.003
H -1.571 0.702 4.998
H 2.185 -0.398 5.585
H 1.587 -2.300 6.947
H 1.361 -0.892 8.022
H -0.062 -1.652 7.207
*
```

[4]
Formula: C28H47F6N3O10
Source: OMol25
Level of theory: ωB97M-V/def2-TZVPD

The SMILES is CCOC(=O)C(F)(F)F.CCOC(=O)C(F)(F)F.CCOC(=O)OC.CCOC(=O)OC.CCCC#N.CCCC#N.CCCC#N. The value obtained for the lowest unoccupied orbital energy is 0.38 eV. For the frontier orbital gap, the calculation gives 11.59 eV. The value obtained for the total energy is -71047.669 eV.

The geometry in ORCA input format:
```
! RIJCOSX wB97M-V def2-TZVPD def2/J DEFGRID3
* xyz 0 1
C 0.049 -3.060 -3.033
C -0.232 -4.243 -2.168
O 0.957 -4.517 -1.320
C 1.789 -5.452 -1.737
O 1.678 -6.073 -2.739
C 2.957 -5.663 -0.754
F 3.946 -6.365 -1.353
F 3.363 -4.468 -0.313
F 2.535 -6.415 0.324
H 0.503 -2.233 -2.499
H -0.913 -2.734 -3.475
H 0.743 -3.293 -3.868
H -0.403 -5.157 -2.773
H -1.004 -4.164 -1.430
C -4.027 1.006 1.735
C -4.844 -0.175 1.416
O -4.102 -1.243 0.609
C -3.592 -2.192 1.469
O -3.728 -2.350 2.636
C -2.642 -3.032 0.708
F -1.855 -2.340 -0.134
F -1.777 -3.740 1.452
F -3.405 -3.844 -0.020
H -3.663 1.519 0.842
H -3.175 0.801 2.391
H -4.551 1.774 2.296
H -5.609 0.043 0.736
H -5.262 -0.673 2.305
C 1.444 -1.855 1.214
C 1.011 -0.403 0.858
O 0.446 -0.375 -0.447
C -0.408 0.534 -0.837
O -0.800 1.486 -0.175
O -0.802 0.240 -2.067
C -1.854 1.238 -2.483
H 2.020 -2.196 0.372
H 0.654 -2.563 1.353
H 2.014 -1.788 2.127
H 1.868 0.216 0.844
H 0.262 0.021 1.511
H -1.928 1.046 -3.556
H -1.539 2.234 -2.343
H -2.735 1.082 -1.866
C 2.917 -0.532 -2.422
C 3.121 0.919 -2.033
O 3.942 0.856 -0.817
C 4.177 2.012 -0.125
O 3.927 3.117 -0.516
O 4.763 1.691 1.072
C 5.309 2.888 1.643
H 3.932 -0.935 -2.516
H 2.402 -0.555 -3.428
H 2.353 -1.069 -1.681
H 2.230 1.452 -1.801
H 3.569 1.427 -2.887
H 6.046 2.535 2.374
H 4.487 3.410 2.250
H 5.731 3.568 0.871
C 0.524 4.352 -1.295
C 0.790 5.221 -0.064
C 1.307 4.308 1.056
C 1.803 5.095 2.146
N 2.245 5.689 3.019
H -0.201 3.562 -1.032
H 1.478 3.883 -1.540
H 0.092 4.927 -2.124
H -0.048 5.801 0.312
H 1.538 5.932 -0.230
H 2.062 3.604 0.709
H 0.536 3.646 1.408
C -6.807 -2.051 -3.521
C -5.560 -2.778 -3.135
C -4.315 -1.870 -2.880
C -4.642 -0.606 -2.290
N -5.057 0.370 -1.832
H -7.532 -2.680 -4.005
H -6.499 -1.298 -4.265
H -7.284 -1.588 -2.606
H -5.320 -3.382 -3.998
H -5.726 -3.566 -2.290
H -3.869 -1.551 -3.813
H -3.547 -2.325 -2.343
C 3.311 3.276 5.250
C 2.199 2.676 4.433
C 1.952 1.299 4.934
C 3.057 0.412 4.825
N 4.008 -0.210 4.773
H 4.258 2.815 5.058
H 3.136 3.138 6.325
H 3.442 4.336 5.027
H 2.403 2.655 3.371
H 1.331 3.325 4.593
H 1.124 0.854 4.328
H 1.517 1.314 5.903
*
```

[5]
Formula: C28H47FNO8S
Source: OMol25
Level of theory: ωB97M-V/def2-TZVPD

The value obtained for the lowest unoccupied orbital energy is -5.02 eV. For the frontier orbital gap, the calculation gives 6.00 eV. The value obtained for the total energy is -61212.929 eV.

The geometry in ORCA input format:
```
! RIJCOSX wB97M-V def2-TZVPD def2/J DEFGRID3
* xyz 1 1
C -3.752 0.409 1.790
C -3.853 0.928 0.345
C -2.923 2.142 0.055
C -1.768 1.677 -0.769
C -0.945 0.652 -0.315
C 0.090 0.208 -1.106
C 1.013 -0.899 -0.675
O 2.025 -1.164 -1.249
O 0.528 -1.551 0.433
S 1.443 -2.755 1.034
O 2.688 -2.250 1.447
O 1.280 -3.885 0.215
F 0.536 -2.897 2.273
C 0.336 0.794 -2.352
C -0.483 1.797 -2.759
N -1.500 2.200 -1.968
O -5.170 1.357 0.052
C -5.962 0.377 -0.616
C -7.409 0.774 -0.563
C -8.042 0.933 0.665
C -9.379 1.271 0.707
C -10.096 1.450 -0.467
C -9.469 1.296 -1.689
C -8.124 0.960 -1.735
H -3.043 0.974 2.391
H -4.732 0.523 2.246
H -3.496 -0.648 1.806
H -3.611 0.122 -0.354
H -2.474 2.514 0.976
H -3.483 2.933 -0.435
H -1.121 0.217 0.657
H 1.155 0.467 -2.973
H -0.361 2.311 -3.699
H -2.096 2.946 -2.305
H -5.645 0.294 -1.660
H -5.841 -0.595 -0.127
H -7.473 0.778 1.571
H -9.892 1.388 1.651
H -11.147 1.700 -0.434
H -9.999 1.436 -2.620
H -7.623 0.828 -2.685
C 4.813 -0.663 -2.644
C 4.769 -0.546 -4.157
O 4.847 0.786 -4.635
C 6.029 1.498 -4.304
C 7.305 0.862 -4.826
H 4.017 -0.069 -2.200
H 4.681 -1.702 -2.343
H 5.759 -0.315 -2.227
H 3.811 -0.919 -4.524
H 5.542 -1.171 -4.617
H 6.093 1.652 -3.220
H 5.900 2.482 -4.754
H 7.483 -0.122 -4.392
H 8.160 1.492 -4.580
H 7.259 0.748 -5.909
C 2.618 -7.020 5.073
C 3.355 -7.773 3.979
O 2.845 -7.550 2.676
C 2.869 -6.216 2.215
C 4.258 -5.601 2.153
H 1.558 -7.276 5.065
H 3.032 -7.281 6.047
H 2.704 -5.938 4.957
H 3.252 -8.845 4.142
H 4.427 -7.550 4.016
H 2.197 -5.592 2.821
H 2.443 -6.251 1.212
H 4.722 -5.536 3.138
H 4.204 -4.592 1.744
H 4.908 -6.201 1.515
C 2.395 3.799 1.902
C 1.220 3.727 0.944
O -0.041 4.065 1.494
C -0.152 5.389 2.007
C 0.102 6.477 0.980
H 2.228 3.152 2.764
H 3.305 3.478 1.396
H 2.560 4.811 2.270
H 1.111 2.698 0.590
H 1.415 4.345 0.059
H 0.505 5.515 2.873
H -1.175 5.463 2.375
H 1.121 6.450 0.593
H -0.052 7.455 1.433
H -0.582 6.377 0.135
*
```